Density functional theory data (ωB97M-V/def2-TZVPD) for a single C2H5N3O3 molecule.

## Properties
**Multiplicity**: 1
**E_HOMO**: -8.85 eV
**Lowest unoccupied orbital energy**: 0.5 eV
**ΔE to the lowest compared entry with this formula, charge and spin**: 526.5 kJ/mol

Element x y z (Å)
C1 -2.51 1.06 0.08
C2 2.22 0.24 -0.01
N1 1.10 -0.65 -0.01
N2 -0.07 -0.11 0.03
N3 -1.06 -0.90 -0.08
O1 -2.32 -0.24 -0.25
O2 -3.57 1.59 -0.08
O3 -1.08 -2.13 0.07
H1 -1.49 1.42 0.46
H2 2.31 0.78 -0.97
H3 2.07 0.80 0.93
H4 3.12 -0.28 -0.15
H5 1.27 -1.58 -0.04